C3H2N2O as an isolated structure at a distorted geometry. Source: the OMol25 dataset; level of theory: ωB97M-V with the def2-TZVPD basis set.

Properties
Charge = 0
Strongest force on any atom = 3.85 eV/A
HOMO-LUMO gap = 10.23 eV
Multiplicity = 1
Energy above the lowest of the compared OMol25 structures with the same formula, charge and spin = 177.4 kcal per mole
Energy = -299.9487 hartree
HOMO level = -10.95 eV
Molecular weight = 82.06 g mol⁻¹

```
8
C3H2N2O ωB97M-V with the def2-TZVPD basis set
C 0.05010 -0.98637 -1.27951
C 0.63494 -0.83789 -0.13255
C -0.58567 0.32871 -0.59282
N -0.09523 0.71719 0.77608
N 0.77772 -0.13760 1.03822
O 1.57243 -0.31090 2.04756
H -0.63323 1.23092 -1.30213
H -1.72105 -0.00406 -0.55485
```


A 4-piece molecular cluster, C2H10O4 overall at a distorted geometry. Source: the OMol25 dataset; level of theory: ωB97M-V with the def2-TZVPD basis set.

Properties
Charge = +1
Strongest force on any atom = 4.19 eV/A
HOMO-LUMO gap (alpha / beta) = 9.21 / 4.87 eV
Expectation value of S² = 0.7568
Multiplicity = 2
Energy above the lowest of the compared OMol25 structures with the same formula, charge and spin = 35.4 kcal per mole
Energy = -382.7622 hartree
HOMO level (alpha / beta) = -14.01 / -14.01 eV
Molecular weight = 98.10 g mol⁻¹

```
16
C2H10O4 ωB97M-V with the def2-TZVPD basis set
C -1.27389 0.06994 2.79097
C -2.21599 0.11558 1.84498
O -2.01966 -0.10475 0.58587
H -1.38922 0.33029 3.79851
H -0.25634 -0.13416 2.44770
H -3.26802 0.30041 1.88681
H -1.26304 -0.58117 0.33047
H 3.67220 -1.47178 1.87697
H 2.82609 -0.19690 1.95238
O 2.76788 -1.14569 1.89711
H 1.64448 -1.56006 -2.82174
H 2.54967 -2.06400 -3.71088
O 2.11528 -1.20105 -3.51182
H -1.58765 2.07242 -3.64931
H -0.67664 2.88809 -2.80330
O -1.62516 2.68285 -2.91472
```


A 8-piece molecular cluster, C8H32O8 overall at a distorted geometry. Source: the OMol25 dataset; level of theory: ωB97M-V with the def2-TZVPD basis set.

Properties
Charge = 0
Strongest force on any atom = 1.95 eV/A
HOMO-LUMO gap = 10.56 eV
Multiplicity = 1
Energy above the lowest of the compared OMol25 structures with the same formula, charge and spin = 112.4 kcal per mole
Energy = -925.7127 hartree
HOMO level = -10.21 eV
Molecular weight = 256.34 g mol⁻¹

```
48
C8H32O8 ωB97M-V with the def2-TZVPD basis set
C -1.44647 -6.55499 1.89353
O -1.61718 -7.85369 2.35799
H -2.21153 -5.84107 2.19866
H -0.50130 -6.13417 2.23655
H -1.46929 -6.53508 0.80395
H -2.24296 -8.26662 1.75842
C -1.21995 -2.99081 8.08142
O -1.98882 -2.10447 7.29838
H -1.81053 -3.23098 8.96553
H -0.92233 -3.86204 7.49791
H -0.36596 -2.41048 8.43072
H -1.59272 -1.24396 7.45401
C -0.23613 4.88407 -4.76745
O -1.52262 4.25844 -4.78002
H 0.21547 5.12107 -5.73077
H -0.32847 5.82856 -4.23125
H 0.51344 4.24947 -4.29466
H -2.15882 4.94368 -4.99746
C -6.05933 -0.12442 -7.17961
O -6.94258 -1.09718 -7.81529
H -5.27975 0.02793 -7.92603
H -6.53359 0.84804 -7.04729
H -5.59611 -0.51601 -6.27397
H -7.82895 -0.98747 -7.46329
C 1.50446 -2.11975 -6.15454
O 1.51530 -2.96871 -5.06395
H 0.64194 -1.45329 -6.15684
H 2.39437 -1.49092 -6.12762
H 1.39870 -2.68896 -7.07808
H 1.53928 -2.43436 -4.26676
C 5.77028 -0.21658 4.43372
O 6.59198 -1.33434 4.39184
H 5.15369 -0.28043 5.33029
H 6.25391 0.76016 4.44758
H 5.04189 -0.14119 3.62634
H 6.14660 -2.07815 3.97955
C -0.88569 0.56425 0.62610
O -1.03334 0.10220 -0.71681
H -1.79575 1.04728 0.98184
H -0.62259 -0.30376 1.23061
H -0.05178 1.24407 0.80084
H -1.22369 0.82581 -1.31827
C 3.33731 7.01700 3.75873
O 4.16458 6.97383 2.61120
H 2.34325 6.62224 3.54875
H 3.81381 6.32876 4.45686
H 3.37897 8.01772 4.18875
H 3.76881 7.59934 1.99989
```


C10H27O6Ti as an isolated structure at a distorted geometry. Source: the OMol25 dataset; level of theory: ωB97M-V with the def2-TZVPD basis set.

Properties
Charge = 0
Strongest force on any atom = 2.76 eV/A
HOMO-LUMO gap (alpha / beta) = 5.55 / 5.18 eV
Expectation value of S² = 3.7506
Multiplicity = 4
Energy = -1697.8558 hartree
HOMO level (alpha / beta) = -6.63 / -6.62 eV
Molecular weight = 291.19 g mol⁻¹

```
44
C10H27O6Ti ωB97M-V with the def2-TZVPD basis set
Ti -0.09997 0.17219 -0.47549
C -1.64758 3.16750 4.37575
C -1.25859 2.37700 3.14182
O -0.18041 2.64556 2.55008
O -1.95607 1.44326 2.76177
H -1.95811 2.47388 5.15713
H -2.57196 3.70549 4.16552
H -0.85677 3.81415 4.75597
C -2.80866 -3.96758 -0.11697
C -1.37998 -4.01635 -0.71845
O -1.19641 -3.03948 -1.66410
H -2.85984 -4.63017 0.74701
H -3.54592 -4.23409 -0.87428
H -3.03247 -2.94289 0.17972
H -1.22703 -4.98946 -1.18512
H -0.66860 -3.74991 0.06325
H -1.41785 -3.48331 -2.48604
C 2.84764 -1.68887 3.78456
C 4.24316 -1.71271 3.16870
O 5.06295 -1.95895 4.28431
H 2.74053 -0.81329 4.42485
H 2.63729 -2.60014 4.34442
H 2.15002 -1.56127 2.95682
H 4.43430 -0.80612 2.59455
H 4.35944 -2.55655 2.48861
H 5.19842 -2.90094 4.41035
C -5.09866 1.85185 -3.62598
C -3.90622 0.90143 -3.33246
O -2.71454 1.59896 -2.98624
H -5.44668 2.30964 -2.70002
H -5.98011 1.29635 -3.94623
H -4.88676 2.66505 -4.32017
H -3.64725 0.29600 -4.20108
H -4.23982 0.18838 -2.57855
H -2.58328 2.19473 -3.72748
C 3.37143 2.98925 -2.44489
C 4.08580 1.67396 -2.43385
O 3.39893 0.66462 -1.75695
H 2.41650 2.95677 -2.96946
H 3.92902 3.76421 -2.97084
H 3.19787 3.31714 -1.41997
H 5.04625 1.94459 -1.99524
H 4.20895 1.40734 -3.48353
H 3.84106 -0.16721 -1.94180
```


C52H35N4O2Y as an isolated structure at a distorted geometry. Source: the OMol25 dataset; level of theory: ωB97M-V with the def2-TZVPD basis set.

Properties
Charge = 0
Strongest force on any atom = 1.19 eV/A
HOMO-LUMO gap = 5.80 eV
Multiplicity = 1
Energy above the lowest of the compared OMol25 structures with the same formula, charge and spin = 0.0 kcal per mole
Energy = -2410.6314 hartree
HOMO level = -6.89 eV
Molecular weight = 836.78 g mol⁻¹

```
94
C52H35N4O2Y ωB97M-V with the def2-TZVPD basis set
Y -0.20888 -0.39536 0.11306
C 7.13287 -3.15210 0.57290
C 6.73489 -2.35792 1.63897
C 5.46259 -1.80333 1.66143
C 4.57457 -2.03216 0.61643
C 4.98020 -2.83203 -0.44831
C 6.25056 -3.38928 -0.47256
C 3.20225 -1.43453 0.61337
C 3.02527 -0.32559 -0.24203
C 4.04923 0.27848 -1.06326
C 3.46750 1.29461 -1.75267
C 2.08357 1.34425 -1.34546
N 1.86499 0.36081 -0.43450
C 1.13498 2.30650 -1.75291
C -0.12297 2.52853 -1.17615
C -1.06546 3.56517 -1.54108
C -2.11394 3.46983 -0.68829
C -1.84691 2.35182 0.19545
C -2.72341 1.86676 1.18877
C -3.99288 2.63893 1.37471
C -5.05388 2.46585 0.49123
C -6.23466 3.17557 0.65655
C -6.36736 4.06809 1.71206
C -5.31431 4.24607 2.59773
C -4.13395 3.53484 2.42877
C -2.56761 0.72754 1.99412
N -1.52630 -0.15246 1.96014
C -1.76619 -1.15258 2.85480
C -0.89409 -2.21559 3.13819
C -1.33267 -3.19960 4.17423
C -1.44598 -2.82245 5.50971
C -1.83969 -3.74258 6.47044
C -2.12368 -5.05134 6.10565
C -2.01151 -5.43619 4.77725
C -1.61754 -4.51446 3.81749
C 0.39417 -2.41454 2.59490
C 1.37774 -3.36463 3.06387
C 2.51996 -3.13063 2.37161
C 2.26110 -2.03484 1.46502
N 0.95607 -1.65664 1.61928
C -3.04751 -0.90077 3.48680
C -3.53185 0.25056 2.96634
N -0.63590 1.82914 -0.12338
C 1.54032 3.20674 -2.87303
C 1.65247 2.71708 -4.16988
C 2.04336 3.55287 -5.20640
C 2.32905 4.88709 -4.95270
C 2.21601 5.38515 -3.66173
C 1.82006 4.54851 -2.62796
H 8.12417 -3.58599 0.55409
H 7.41846 -2.16612 2.45620
H 5.15447 -1.18203 2.49384
H 4.28786 -3.01756 -1.26095
H 6.54605 -4.01058 -1.30832
H 5.08461 -0.02020 -1.09365
H 3.93976 1.97021 -2.44768
H -0.93703 4.27224 -2.34452
H -2.98958 4.09793 -0.66050
H -4.94924 1.76349 -0.32736
H -7.05091 3.02547 -0.03844
H -7.28859 4.62146 1.84091
H -5.40821 4.94187 3.42168
H -3.30971 3.67309 3.11835
H -1.21561 -1.80173 5.79047
H -1.92050 -3.43639 7.50558
H -2.43030 -5.76778 6.85675
H -2.23461 -6.45455 4.48613
H -1.53086 -4.80762 2.77812
H 1.22187 -4.09594 3.84037
H 3.46196 -3.64367 2.47970
H -3.51133 -1.52872 4.22980
H -4.46562 0.73055 3.21104
H 1.41527 1.67697 -4.36308
H 2.12042 3.16512 -6.21412
H 2.63790 5.53936 -5.75942
H 2.43887 6.42478 -3.45909
H 1.73152 4.93068 -1.61811
C 1.35815 -2.14189 -3.77597
C 0.30946 -1.59922 -2.83868
O 0.45774 -1.85921 -1.63561
C -0.81500 -0.81909 -3.34799
C -0.86241 -0.49518 -4.72285
C -1.90363 0.20483 -5.27261
C -2.96427 0.59311 -4.43464
C -2.97022 0.28618 -3.10149
C -1.89653 -0.42314 -2.50477
O -1.92607 -0.66388 -1.23223
H 2.17744 -2.52439 -3.17302
H 1.73378 -1.38352 -4.46083
H 0.94272 -2.95331 -4.37761
H -0.04970 -0.80921 -5.36410
H -1.91250 0.44814 -6.32554
H -3.79632 1.14955 -4.85114
H -3.77837 0.58671 -2.44768
```


A 5-piece molecular cluster, CH12NO4 overall at a distorted geometry. Source: the OMol25 dataset; level of theory: ωB97M-V with the def2-TZVPD basis set.

Properties
Charge = +1
Strongest force on any atom = 1.75 eV/A
HOMO-LUMO gap = 11.34 eV
Multiplicity = 1
Energy above the lowest of the compared OMol25 structures with the same formula, charge and spin = 5.8 kcal per mole
Energy = -400.7702 hartree
HOMO level = -15.16 eV
Molecular weight = 102.11 g mol⁻¹

```
18
CH12NO4 ωB97M-V with the def2-TZVPD basis set
C -0.91737 -2.20867 -1.41772
N 0.26559 -1.94596 -1.06908
H -1.14255 -2.49174 -2.45869
H -1.75501 -2.10328 -0.74734
H 0.40196 -1.33133 -0.18015
H 1.06558 -2.01853 -1.68489
H 3.47393 2.16280 1.41699
H 4.11755 0.77369 1.24687
O 3.28072 1.24559 1.19463
H 1.87306 0.18707 0.86801
H 0.39346 0.59635 0.73113
O 0.99444 -0.16529 0.62875
H -3.81770 -0.14288 -0.69191
H -2.66238 0.45404 0.10832
O -2.90675 -0.30238 -0.43221
H -0.63415 2.67981 0.11166
H -1.19663 2.54973 1.55477
O -0.83376 2.06100 0.82086
```


- multiplicity of number 4 (C10H27O6Ti)?
  4